Record 1
{
  "formula": "C26H54F5O9P2",
  "method": "wB97M-V/def2-TZVPD",
  "e_homo_ha": -0.391,
  "total_energy_ev": -78423.36572,
  "max_force_ev_per_a": 0.80,
  "orbital_gap_ev": 8.054,
  "charge": 1,
  "e_lumo_ev": -2.58,
  "species": ["C", "C", "O", "P", "O", "C", "C", "C", "P", "C", "C", "C", "C", "O", "C", "C", "O", "C", "F", "C", "C", "C", "F", "F", "C", "F", "F", "O", "C", "C", "H", "H", "H", "H", "H", "H", "H", "H", "H", "H", "H", "H", "H", "H", "H", "H", "H", "H", "H", "H", "H", "H", "H", "H", "H", "H", "H", "H", "H", "H", "H", "H", "H", "H", "C", "O", "C", "C", "O", "C", "H", "H", "H", "H", "H", "H", "H", "H", "H", "H", "C", "O", "C", "C", "O", "C", "H", "H", "H", "H", "H", "H", "H", "H", "H", "H"],
  "xyz": [[-1.344, -6.486, -2.332], [-0.885, -5.836, -3.630], [-1.889, -4.897, -4.065], [-1.551, -3.711, -5.062], [-2.745, -3.038, -5.568], [-0.570, -2.549, -4.074], [-1.512, -1.966, -2.995], [-0.802, -1.685, -1.646], [-0.602, 0.056, -1.279], [-0.061, 0.324, 0.410], [1.023, -0.670, 0.901], [0.633, -1.406, 2.187], [1.060, -0.644, 3.437], [1.095, -1.520, 4.557], [0.070, -1.407, 5.458], [-0.413, -2.733, 5.951], [-0.357, -0.345, 5.790], [0.593, 0.756, -2.489], [1.642, -0.148, -2.509], [1.041, 2.193, -2.189], [2.321, 2.295, -1.351], [-2.243, 0.987, -1.420], [-3.207, 0.122, -1.054], [-2.151, 1.966, -0.483], [-2.602, 1.672, -2.773], [-3.266, 0.790, -3.539], [-3.387, 2.727, -2.514], [-0.591, -4.394, -6.117], [0.602, -3.783, -6.646], [0.313, -2.530, -7.475], [-1.723, -7.493, -2.500], [-2.148, -5.897, -1.890], [-0.531, -6.551, -1.610], [0.073, -5.324, -3.500], [-0.755, -6.567, -4.426], [-0.221, -1.756, -4.740], [0.317, -3.011, -3.633], [-2.343, -2.643, -2.802], [-1.966, -1.066, -3.403], [-1.328, -2.130, -0.798], [0.216, -2.082, -1.660], [-0.959, 0.290, 1.035], [0.294, 1.355, 0.466], [1.930, -0.089, 1.078], [1.288, -1.396, 0.132], [1.102, -2.391, 2.216], [-0.451, -1.555, 2.213], [2.064, -0.234, 3.305], [0.391, 0.191, 3.661], [0.418, -3.422, 6.094], [-0.950, -2.591, 6.885], [-1.085, -3.161, 5.204], [0.109, 0.711, -3.471], [1.184, 2.702, -3.142], [0.224, 2.712, -1.675], [2.127, 2.265, -0.278], [2.812, 3.244, -1.560], [3.026, 1.503, -1.594], [-1.713, 2.023, -3.306], [1.298, -3.584, -5.828], [1.051, -4.559, -7.260], [0.741, -1.635, -7.022], [0.748, -2.620, -8.469], [-0.762, -2.382, -7.578], [-1.213, 6.891, -1.552], [-1.606, 6.578, -2.874], [-2.823, 5.857, -2.953], [-4.010, 6.742, -3.266], [-4.265, 7.664, -2.226], [-3.792, 8.975, -2.487], [-0.408, 7.620, -1.616], [-2.036, 7.315, -0.974], [-0.839, 5.999, -1.031], [-3.005, 5.320, -2.015], [-2.714, 5.119, -3.755], [-4.896, 6.110, -3.376], [-3.846, 7.262, -4.216], [-4.424, 9.479, -3.224], [-2.760, 8.967, -2.848], [-3.839, 9.525, -1.549], [5.529, -0.983, 9.220], [5.281, -1.443, 7.903], [4.486, -2.611, 7.845], [3.043, -2.304, 7.502], [2.394, -1.554, 8.511], [2.343, -0.160, 8.256], [5.945, 0.020, 9.138], [4.612, -0.944, 9.813], [6.255, -1.626, 9.729], [4.532, -3.158, 8.792], [4.902, -3.255, 7.063], [2.501, -3.250, 7.399], [2.997, -1.778, 6.541], [1.606, 0.075, 7.482], [3.319, 0.227, 7.955], [2.040, 0.322, 9.184]],
  "forces_ev_per_angstrom": [[-0.0386, -0.0151, 0.0253], [0.0676, -0.1373, -0.0759], [-0.0623, 0.0281, 0.0167], [-0.0911, 0.0117, -0.0841], [-0.0053, 0.0123, 0.0059], [-0.0211, 0.1612, 0.1210], [0.2303, 0.0076, -0.0497], [-0.2026, 0.0508, -0.1641], [0.1262, -0.1544, 0.0435], [0.0948, 0.1047, 0.1948], [0.0565, 0.1147, -0.0014], [-0.0735, 0.0163, 0.0781], [0.1835, 0.4799, 0.2048], [-0.3313, -0.5793, -0.4349], [0.3119, -0.1753, 0.0956], [0.1601, -0.0382, 0.2377], [-0.4303, 0.4799, -0.0594], [-0.2232, 0.1863, -0.0862], [0.0660, -0.0007, -0.0262], [0.0916, -0.0769, 0.0799], [0.0028, 0.0082, 0.0317], [0.0918, 0.1549, 0.0808], [0.0301, 0.1034, 0.0266], [-0.0354, -0.0838, -0.0839], [0.0812, 0.0370, 0.0351], [0.0590, 0.0361, 0.0020], [-0.1087, -0.1936, -0.0131], [0.2031, -0.0076, 0.2108], [0.0351, 0.0046, -0.2394], [0.1094, 0.0529, 0.0580], [-0.0483, 0.0446, -0.0039], [0.0462, 0.0081, 0.0014], [0.0125, -0.0264, -0.0380], [-0.0647, 0.0646, 0.0181], [0.0386, 0.0106, 0.0257], [0.0558, -0.0599, 0.0092], [-0.0674, -0.1135, -0.0129], [0.0262, -0.0037, 0.0284], [-0.1380, -0.0441, -0.0034], [0.0197, 0.0112, -0.0177], [-0.0312, -0.0328, 0.1201], [0.0064, -0.0951, -0.0408], [-0.1039, 0.0153, -0.0125], [0.0439, -0.1043, -0.0564], [-0.0622, 0.0281, -0.0200], [0.0353, 0.0464, -0.0257], [0.0596, -0.1766, -0.0049], [0.0081, -0.1008, 0.0358], [0.0575, 0.0133, -0.0344], [-0.0119, 0.0163, -0.0416], [-0.0166, -0.0383, -0.0437], [0.0269, 0.0183, 0.0044], [0.0140, -0.0843, 0.0025], [0.0159, -0.0362, 0.0062], [-0.0017, 0.0712, -0.1161], [-0.0017, -0.0548, -0.0270], [-0.0457, 0.0146, 0.0365], [-0.0052, 0.0338, -0.0286], [-0.0490, 0.0213, 0.0144], [-0.0713, 0.0237, 0.0268], [-0.0532, -0.0198, 0.0128], [-0.0505, -0.0145, 0.0330], [-0.0803, 0.0038, -0.0097], [0.0283, -0.0403, -0.0592], [-0.0129, 0.0361, 0.0002], [0.0187, -0.0071, -0.0138], [0.0629, -0.0348, 0.0087], [-0.0755, 0.0423, 0.0000], [0.0837, -0.0215, 0.0536], [-0.0293, 0.0058, -0.0111], [0.0144, -0.0163, -0.0053], [0.0076, 0.0046, 0.0034], [-0.0270, -0.0075, 0.0087], [-0.0116, 0.0009, -0.0027], [-0.0222, 0.0050, -0.0038], [0.0059, -0.0019, -0.0238], [0.0104, 0.0002, 0.0031], [0.0144, -0.0081, -0.0195], [0.0056, 0.0051, 0.0100], [-0.0204, 0.0053, -0.0043], [0.0171, -0.0098, -0.0045], [-0.0614, 0.0593, -0.0133], [0.0712, -0.0352, -0.0146], [-0.0358, 0.0269, -0.0034], [-0.0259, 0.0007, 0.0029], [0.0459, -0.0054, 0.0269], [0.0196, -0.0088, -0.0014], [-0.0016, 0.0108, 0.0027], [-0.0187, -0.0148, 0.0095], [-0.0046, 0.0057, 0.0024], [-0.0144, -0.0173, 0.0115], [0.0311, -0.0104, -0.0100], [0.0003, -0.0006, -0.0007], [0.0080, -0.0078, -0.0176], [-0.0014, 0.0097, 0.0058], [-0.0240, 0.0005, -0.0092]],
  "lowdin_charge": [-0.0565, -0.2506, -0.2001, 0.4379, -0.2269, -0.2002, -0.2260, -0.2338, 1.1749, -0.2324, -0.2004, -0.1581, -0.1775, -0.0296, -0.5353, 0.0348, 0.1251, -0.3779, -0.0186, -0.1959, -0.0658, -0.4802, 0.1232, 0.0848, -0.3269, 0.1129, 0.1189, -0.1958, -0.2403, -0.0632, 0.0794, 0.0787, 0.0741, 0.1056, 0.1216, 0.0903, 0.0903, 0.1154, 0.0869, 0.1176, 0.0902, 0.1130, 0.0920, 0.1144, 0.0955, 0.1266, 0.1197, 0.1337, 0.1283, 0.0813, 0.0986, 0.0951, 0.1299, 0.1234, 0.1073, 0.0669, 0.0888, 0.0815, 0.1566, 0.1072, 0.1211, 0.0680, 0.0789, 0.0817, -0.1091, -0.1889, -0.2198, -0.2044, -0.1871, -0.1030, 0.0923, 0.0865, 0.0782, 0.1157, 0.1166, 0.1282, 0.1301, 0.0915, 0.0846, 0.0914, -0.1067, -0.1900, -0.2054, -0.2139, -0.1818, -0.0927, 0.0901, 0.0846, 0.0903, 0.1289, 0.1256, 0.1184, 0.1177, 0.0729, 0.0850, 0.0946]
}

---

Record 2
{
  "formula": "C26H54FN3O8PS5",
  "method": "wB97M-V/def2-TZVPD",
  "e_homo_ha": -0.420,
  "total_energy_ev": -114852.37639,
  "max_force_ev_per_a": 4.14,
  "orbital_gap_ev": 6.998,
  "charge": 1,
  "e_lumo_ev": -4.43,
  "species": ["C", "C", "C", "N", "F", "C", "N", "C", "N", "C", "C", "C", "S", "P", "C", "C", "H", "H", "H", "H", "H", "H", "H", "H", "H", "H", "H", "H", "H", "H", "H", "H", "H", "H", "H", "H", "H", "H", "C", "C", "C", "S", "O", "O", "C", "H", "H", "H", "H", "H", "H", "H", "H", "C", "C", "C", "S", "O", "O", "C", "H", "H", "H", "H", "H", "H", "H", "H", "C", "C", "C", "S", "O", "O", "C", "H", "H", "H", "H", "H", "H", "H", "H", "C", "C", "C", "S", "O", "O", "C", "H", "H", "H", "H", "H", "H", "H", "H"],
  "xyz": [[1.238, 3.965, -4.889], [2.495, 3.900, -4.041], [2.406, 2.959, -2.702], [3.313, 3.369, -1.564], [4.479, 2.639, -1.431], [3.020, 4.416, -0.679], [3.961, 4.729, 0.462], [5.260, 5.353, 0.005], [1.725, 5.152, -0.939], [0.875, 5.314, 0.301], [0.907, 4.051, 1.344], [0.490, 2.603, 0.702], [-1.099, 2.596, -0.289], [1.969, 6.776, -1.630], [3.650, 6.969, -2.514], [0.664, 7.146, -3.030], [0.680, 2.951, -5.175], [0.744, 4.973, -5.247], [3.466, 4.462, -4.374], [1.265, 2.959, -2.367], [2.655, 1.855, -3.020], [3.504, 5.252, 1.241], [5.439, 5.263, -1.150], [6.141, 4.803, 0.591], [5.300, 6.479, 0.400], [1.152, 6.355, 0.777], [-0.249, 5.418, -0.078], [1.919, 3.910, 1.924], [0.090, 4.292, 2.180], [1.431, 2.162, 0.125], [0.327, 1.863, 1.624], [-0.950, 3.328, -1.478], [3.504, 7.726, -3.400], [4.431, 7.401, -1.721], [4.103, 5.980, -2.945], [1.172, 6.726, -4.020], [0.589, 8.322, -3.205], [-0.372, 6.640, -2.819], [-2.934, -2.823, -1.341], [-2.598, -1.462, -0.735], [-2.573, -0.445, -1.875], [-3.688, -1.068, -3.124], [-2.918, -1.401, -4.304], [-4.863, -0.222, -3.179], [-4.107, -2.579, -2.278], [-3.180, -3.561, -0.572], [-2.073, -3.199, -1.907], [-3.373, -1.184, -0.010], [-1.642, -1.481, -0.201], [-2.912, 0.539, -1.544], [-1.576, -0.367, -2.319], [-4.254, -3.384, -3.001], [-5.030, -2.404, -1.717], [-1.613, -5.602, 3.988], [-1.277, -4.240, 4.595], [-1.252, -3.224, 3.454], [-2.367, -3.846, 2.205], [-1.597, -4.180, 1.025], [-3.543, -3.000, 2.151], [-2.787, -5.358, 3.051], [-1.860, -6.339, 4.757], [-0.752, -5.977, 3.422], [-2.053, -3.963, 5.319], [-0.322, -4.259, 5.128], [-1.591, -2.239, 3.786], [-0.256, -3.145, 3.010], [-2.934, -6.162, 2.328], [-3.709, -5.182, 3.612], [5.854, -1.032, -3.013], [5.604, 0.305, -3.710], [6.878, 0.671, -4.470], [7.678, -0.873, -4.878], [8.933, -0.945, -4.160], [7.589, -1.093, -6.308], [6.498, -1.929, -4.060], [4.929, -1.467, -2.625], [6.540, -0.887, -2.170], [4.771, 0.198, -4.415], [5.331, 1.088, -2.996], [6.654, 1.219, -5.389], [7.562, 1.253, -3.846], [7.006, -2.794, -3.631], [5.766, -2.252, -4.805], [-7.562, -5.847, 7.004], [-7.812, -4.510, 6.308], [-6.539, -4.144, 5.548], [-5.739, -5.688, 5.140], [-4.483, -5.760, 5.858], [-5.828, -5.908, 3.710], [-6.918, -6.743, 5.957], [-8.488, -6.282, 7.392], [-6.876, -5.702, 7.848], [-8.645, -4.617, 5.602], [-8.086, -3.727, 7.021], [-6.762, -3.596, 4.629], [-5.854, -3.562, 6.171], [-6.411, -7.609, 6.386], [-7.651, -7.067, 5.212]],
  "forces_ev_per_angstrom": [[2.7605, -0.5945, 2.0132], [-3.6235, 0.2619, -1.9791], [-0.7656, -1.4388, -2.2713], [-1.7861, 2.6064, 1.1517], [-1.0557, 1.1168, 0.1340], [0.3821, -0.0102, 0.5338], [-2.3068, -0.3556, -3.3565], [2.0782, 0.3330, 1.1209], [2.9896, -2.7810, 0.6419], [-1.2260, 0.1814, 1.1103], [-0.9547, 0.0426, 0.6710], [1.9262, 0.1692, 0.6506], [0.4176, 0.0994, 0.0073], [-0.2924, 2.6907, -0.5304], [1.1871, -0.4253, -0.2170], [0.9058, -0.6456, -1.5742], [0.6357, 2.4332, 1.6310], [1.8862, -2.2630, -0.2388], [-2.2246, -0.5016, 1.3504], [2.8556, 0.1948, -0.2646], [-0.1188, 2.0146, 1.1138], [0.2386, -0.4666, -1.3408], [-0.4598, 0.2476, 2.4527], [-1.8706, 1.1191, -1.5205], [-0.1706, -2.3879, -1.2838], [-0.5441, -2.1424, -0.5078], [2.4506, -0.2820, 0.7523], [-1.8265, 0.3654, -1.2601], [1.8086, -0.3340, -1.9026], [-2.1463, 0.8348, 0.9724], [0.0238, 1.5839, -2.2255], [0.6373, -0.5249, 1.3298], [0.2453, -1.4361, 1.8139], [-1.8449, -0.8217, -1.8734], [-0.8664, 1.8909, 0.6434], [-1.5279, 0.7672, 1.8974], [0.0981, -2.5891, 0.8620], [2.0581, 1.1094, -0.4444], [0.0642, -0.2492, 0.0588], [-0.0481, 0.0039, 0.3714], [0.4206, 0.3809, 0.3880], [-0.5627, -0.1173, -0.0590], [-0.2466, 0.3313, 0.1196], [0.5199, -0.1160, -0.3471], [-0.0798, -0.3996, 0.1884], [0.0872, 0.2313, -0.2904], [-0.1278, -0.0182, 0.0786], [0.1240, -0.0941, -0.0922], [-0.1504, -0.0177, -0.0639], [0.0121, -0.1510, -0.2704], [-0.1968, -0.0133, -0.0770], [-0.0320, 0.2336, -0.0523], [0.1037, 0.0434, -0.1339], [0.2103, -0.1923, 0.0201], [-0.0059, -0.0444, 0.4100], [0.4662, 0.4421, 0.3904], [-0.4042, -0.4719, 0.4236], [-0.1522, 0.3488, 0.0427], [0.3858, 0.0220, -0.4714], [-0.0433, -0.3043, 0.2274], [-0.0322, 0.1428, -0.1421], [-0.1019, 0.0080, 0.0501], [0.0899, -0.0915, -0.1227], [-0.1482, 0.0433, -0.0820], [0.0142, -0.1102, -0.2516], [-0.1986, -0.0283, -0.0743], [-0.0821, 0.2354, -0.0408], [0.3732, -0.0045, -0.3557], [-0.0572, -0.0159, 0.3009], [-0.3200, 0.1235, 0.0308], [-0.2792, 0.7517, 0.0847], [0.4205, -0.4683, -0.6146], [-0.4425, 0.0791, -0.4239], [0.3113, 0.1581, 0.7161], [-0.3672, -0.3331, 0.2865], [0.1464, 0.0270, -0.0361], [-0.0780, -0.0681, -0.1019], [0.1003, -0.0175, 0.0555], [0.0818, -0.1329, -0.1444], [0.2457, -0.1571, 0.0794], [0.0155, -0.1793, -0.1415], [0.0730, 0.1306, -0.1933], [0.1687, 0.0405, 0.0378], [-0.0324, 0.0374, 0.2925], [-0.3736, 0.0996, 0.0560], [-0.1954, 0.6859, 0.0481], [-0.6044, -0.2371, -0.1721], [0.0558, 0.0103, -0.4018], [0.4180, 0.0242, 0.4757], [-0.2927, -0.3769, 0.2808], [0.1690, 0.0441, -0.0504], [-0.0897, -0.0766, -0.0947], [0.1305, 0.0145, 0.1033], [0.0474, -0.1113, -0.1523], [0.2545, -0.1507, 0.0787], [0.0072, -0.1717, -0.1369], [0.0747, 0.1100, -0.1917], [0.1796, 0.0555, 0.0237]],
  "lowdin_charge": [0.0076, -0.1204, -0.1146, -0.0045, 0.0575, -0.1564, 0.0063, -0.1121, -0.2846, -0.2720, -0.2359, -0.5428, 0.6697, 0.9130, -0.3083, -0.2897, 0.0977, 0.0685, 0.1048, 0.1218, 0.1495, 0.1222, 0.0935, 0.1166, 0.1194, 0.1008, 0.1251, 0.1087, 0.1397, 0.0767, 0.1096, -0.1256, 0.0762, 0.0542, 0.0200, 0.0217, 0.0770, 0.0600, -0.2324, -0.2281, -0.2562, 0.6686, -0.3301, -0.3325, -0.2256, 0.0878, 0.1271, 0.1165, 0.1106, 0.0661, 0.0973, 0.1124, 0.1139, -0.2152, -0.2141, -0.2286, 0.6754, -0.3265, -0.3253, -0.2324, 0.1178, 0.1209, 0.1165, 0.1172, 0.1028, 0.1041, 0.1217, 0.0510, -0.2258, -0.2358, -0.2284, 0.6732, -0.3147, -0.3194, -0.2317, 0.1175, 0.1232, 0.1186, 0.0807, 0.1062, 0.1069, 0.1144, 0.1132, -0.2231, -0.2175, -0.2206, 0.6737, -0.3205, -0.3222, -0.2299, 0.1209, 0.1226, 0.1218, 0.1190, 0.1108, 0.1089, 0.1130, 0.1137]
}